(one)
{
  "formula": "C9H14",
  "method": "ωB97M-V with the def2-TZVPD basis set",
  "species": ["C", "C", "C", "C", "C", "C", "C", "H", "H", "H", "H", "H", "H", "H", "H", "C", "C", "H", "H", "H", "H", "H", "H"],
  "coordinates": [[0.422, 2.707, -0.996], [1.341, 1.764, -0.235], [2.722, 1.967, -0.291], [3.600, 1.155, 0.430], [3.101, 0.193, 1.283], [1.731, -0.048, 1.315], [0.855, 0.761, 0.585], [0.365, 2.392, -2.035], [0.961, 3.631, -1.089], [-0.519, 2.835, -0.494], [3.121, 2.826, -0.814], [4.644, 1.397, 0.275], [3.708, -0.506, 1.850], [1.324, -0.818, 1.957], [-0.183, 0.448, 0.644], [-3.507, -2.184, -0.960], [-3.322, -2.990, 0.339], [-2.534, -1.785, -1.250], [-3.818, -2.834, -1.777], [-4.217, -1.390, -0.806], [-3.049, -4.020, 0.136], [-4.207, -2.954, 0.972], [-2.538, -2.548, 0.960]],
  "lumo_energy_ha": 0.0345,
  "homo_ev": -9.07,
  "orbital_gap_ev": 10.00,
  "smiles": "Cc1ccccc1.CC"
}

---

(two)
{
  "formula": "C9H14",
  "method": "ωB97M-V with the def2-TZVPD basis set",
  "species": ["C", "C", "C", "C", "C", "C", "C", "H", "H", "H", "H", "H", "H", "H", "H", "C", "C", "H", "H", "H", "H", "H", "H"],
  "coordinates": [[-0.416, 1.798, -2.458], [-0.819, 1.357, -1.072], [-1.747, 0.327, -0.912], [-2.138, -0.008, 0.399], [-1.606, 0.541, 1.514], [-0.714, 1.612, 1.324], [-0.269, 1.990, 0.068], [0.521, 2.372, -2.381], [-1.250, 2.448, -2.701], [-0.048, 0.997, -3.077], [-2.147, -0.163, -1.788], [-2.784, -0.885, 0.343], [-1.697, 0.083, 2.488], [-0.316, 2.207, 2.134], [0.453, 2.791, -0.014], [1.214, -2.490, 0.483], [2.494, -1.878, 1.038], [1.003, -3.539, 0.707], [0.430, -1.978, 1.056], [1.171, -2.341, -0.590], [2.807, -1.015, 0.448], [3.373, -2.528, 0.888], [2.485, -1.700, 2.103]],
  "lumo_energy_ha": 0.0365,
  "homo_ev": -9.01,
  "orbital_gap_ev": 10.01,
  "smiles": "Cc1ccccc1.CC"
}

---

(three)
{
  "formula": "C9H14",
  "method": "ωB97M-V with the def2-TZVPD basis set",
  "species": ["C", "C", "C", "C", "C", "C", "C", "H", "H", "H", "H", "H", "H", "H", "H", "C", "C", "H", "H", "H", "H", "H", "H"],
  "coordinates": [[-0.005, -0.921, 2.744], [-0.464, -0.507, 1.390], [-0.966, 0.775, 1.177], [-1.498, 1.163, -0.050], [-1.653, 0.212, -1.050], [-1.065, -1.027, -0.904], [-0.543, -1.429, 0.332], [-0.170, -0.203, 3.537], [1.065, -1.180, 2.710], [-0.396, -1.883, 3.092], [-0.861, 1.578, 1.898], [-1.864, 2.178, 0.026], [-2.088, 0.531, -1.989], [-1.104, -1.686, -1.761], [-0.221, -2.417, 0.635], [1.748, 1.108, -1.342], [3.012, 0.432, -1.970], [1.620, 0.822, -0.306], [1.989, 2.173, -1.303], [0.925, 0.906, -2.009], [3.924, 0.819, -1.531], [2.916, 0.455, -3.052], [2.952, -0.622, -1.688]],
  "lumo_energy_ha": 0.0362,
  "homo_ev": -9.01,
  "orbital_gap_ev": 10.00,
  "smiles": "Cc1ccccc1.CC"
}

---

(four)
{
  "formula": "C9H14",
  "method": "ωB97M-V with the def2-TZVPD basis set",
  "species": ["C", "C", "C", "C", "C", "C", "C", "H", "H", "H", "H", "H", "H", "H", "H", "C", "C", "H", "H", "H", "H", "H", "H"],
  "coordinates": [[2.434, 0.457, -1.623], [0.970, 0.947, -1.601], [0.673, 1.860, -2.672], [-0.610, 2.448, -2.600], [-1.511, 2.131, -1.619], [-1.216, 1.428, -0.537], [0.060, 0.676, -0.620], [3.039, 1.294, -1.318], [2.849, 0.390, -2.586], [2.578, -0.587, -1.240], [1.460, 2.087, -3.449], [-0.947, 3.240, -3.294], [-2.542, 2.478, -1.602], [-1.799, 1.253, 0.364], [0.249, -0.088, 0.164], [-0.742, -2.632, 2.288], [-0.697, -2.269, 3.742], [-1.639, -2.599, 1.743], [0.043, -2.098, 1.800], [-0.582, -3.716, 2.154], [0.079, -2.766, 4.179], [-1.519, -2.717, 4.338], [-0.632, -1.217, 3.988]],
  "lumo_energy_ha": 0.0356,
  "homo_ev": -9.03,
  "orbital_gap_ev": 10.00,
  "smiles": "Cc1ccccc1.CC"
}

---

(one) (21.8 kJ/mol below the next structure)

---

(one)
{
  "formula": "CH4NP",
  "method": "ωB97M-V with the def2-TZVPD basis set",
  "species": ["C", "N", "P", "H", "H", "H", "H"],
  "coordinates": [[0.932, -0.179, 0.286], [0.678, 0.914, -0.248], [-2.492, -0.183, 0.144], [-2.653, -0.969, -1.128], [1.900, -0.338, 0.861], [0.211, -0.909, 0.201], [1.423, 1.665, -0.115]],
  "lumo_energy_ha": [-0.0440, -0.0446],
  "homo_ev": [-8.56, -8.54],
  "orbital_gap_ev": [7.36, 7.33]
}

---

(two)
{
  "formula": "CH4NP",
  "method": "ωB97M-V with the def2-TZVPD basis set",
  "species": ["H", "N", "C", "P", "H", "H", "H"],
  "coordinates": [[-2.196, 0.568, 0.392], [-1.269, 0.713, -0.017], [-0.300, -0.181, 0.236], [1.407, 0.324, 0.038], [-0.260, -1.141, 0.947], [0.961, 0.806, -1.128], [1.657, -1.089, -0.468]],
  "lumo_energy_ha": 0.0251,
  "homo_ev": -9.85,
  "orbital_gap_ev": 10.54,
  "smiles": "[H]/N=C/P"
}

---

(two) (174.0 kJ/mol below the next structure)

---

(one)
{
  "formula": "C4H3N3",
  "method": "ωB97M-V with the def2-TZVPD basis set",
  "species": ["C", "C", "C", "C", "N", "N", "N", "H", "H", "H"],
  "coordinates": [[-0.348, -1.104, -0.046], [-1.166, 0.005, 0.030], [0.963, -0.730, -0.530], [0.753, 1.023, -0.474], [2.203, -0.607, 0.069], [1.649, 0.504, 0.495], [-0.539, 1.172, -0.163], [-0.430, -2.160, 0.130], [-2.226, -0.198, 0.356], [-0.860, 2.096, 0.134]],
  "lumo_energy_ha": [0.0019, 0.0019],
  "homo_ev": [-8.38, -8.38],
  "orbital_gap_ev": [8.44, 8.44]
}

---

(two)
{
  "formula": "C4H3N3",
  "method": "ωB97M-V with the def2-TZVPD basis set",
  "species": ["C", "C", "C", "C", "N", "N", "N", "H", "H", "H"],
  "coordinates": [[2.587, -0.356, 0.205], [1.383, -0.160, 0.199], [0.005, 0.020, 0.146], [-0.789, 1.110, -0.110], [-2.072, 0.684, -0.193], [-2.112, -0.597, 0.018], [-0.867, -1.011, 0.201], [3.029, 0.142, -0.652], [-0.495, 2.139, -0.261], [-0.669, -1.971, 0.448]],
  "lumo_energy_ha": -0.0040,
  "homo_ev": -9.76,
  "orbital_gap_ev": 9.65,
  "smiles": "C#Cc1cnn[nH]1"
}

---

(two) (287.1 kJ/mol below the next structure)

---

(one)
{
  "formula": "C4H3N3",
  "method": "ωB97M-V with the def2-TZVPD basis set",
  "species": ["N", "C", "C", "N", "C", "C", "N", "H", "H", "H"],
  "coordinates": [[-1.248, -2.040, -1.456], [-1.043, -1.091, -0.660], [-0.360, -0.151, -0.053], [-0.658, 1.130, 0.107], [0.500, 1.746, 0.539], [1.405, 0.791, 0.787], [0.930, -0.471, 0.412], [0.004, 2.722, 0.853], [2.542, 0.673, 1.177], [1.275, -1.505, 0.853]],
  "lumo_energy_ha": -0.0022,
  "homo_ev": -9.36,
  "orbital_gap_ev": 9.30,
  "smiles": "N#Cc1ncc[nH]1"
}

---

(two)
{
  "formula": "C4H3N3",
  "method": "ωB97M-V with the def2-TZVPD basis set",
  "species": ["N", "C", "C", "N", "C", "C", "N", "H", "H", "H"],
  "coordinates": [[-0.226, 1.958, 1.048], [0.063, 2.011, 2.201], [0.062, 0.807, 0.296], [1.162, 0.576, -0.346], [0.942, -0.647, -0.941], [-0.289, -1.136, -0.618], [-0.852, -0.185, 0.207], [1.685, -1.075, -1.597], [-0.838, -2.010, -0.928], [-1.726, -0.234, 0.708]],
  "lumo_energy_ha": 0.0140,
  "homo_ev": -9.14,
  "orbital_gap_ev": 9.53
}

---

(three)
{
  "formula": "C4H3N3",
  "method": "ωB97M-V with the def2-TZVPD basis set",
  "species": ["C", "C", "C", "C", "N", "N", "N", "H", "H", "H"],
  "coordinates": [[2.332, -0.247, 0.006], [1.553, -0.387, 1.011], [0.281, -0.200, 0.536], [-0.078, 0.934, -0.362], [-1.392, 0.587, -0.890], [-1.751, -0.510, -0.439], [-0.782, -1.012, 0.441], [0.752, 0.855, -1.093], [-0.044, 1.950, 0.034], [-0.869, -1.968, 0.757]],
  "lumo_energy_ha": -0.0155,
  "homo_ev": -9.81,
  "orbital_gap_ev": 9.39
}

---

(four)
{
  "formula": "C4H3N3",
  "method": "ωB97M-V with the def2-TZVPD basis set",
  "species": ["C", "C", "C", "C", "N", "N", "N", "H", "H", "H"],
  "coordinates": [[1.764, -0.063, -0.120], [1.580, -0.441, 1.081], [0.182, -0.109, 0.481], [-0.376, 1.024, -0.092], [-1.576, 0.719, -0.639], [-1.836, -0.526, -0.386], [-0.790, -1.044, 0.256], [1.829, 0.416, -1.080], [0.064, 2.008, -0.118], [-0.840, -1.985, 0.617]],
  "lumo_energy_ha": -0.0005,
  "homo_ev": -9.45,
  "orbital_gap_ev": 9.44
}

---

(two) (140.5 kJ/mol below the next structure)

---

(one)
{
  "formula": "C4H3N3",
  "method": "ωB97M-V with the def2-TZVPD basis set",
  "species": ["H", "N", "C", "C", "N", "N", "C", "C", "H", "H"],
  "coordinates": [[1.468, 1.662, -0.958], [0.568, 1.345, -0.602], [0.671, 0.256, 0.044], [1.938, -0.450, 0.214], [2.983, -0.941, 0.286], [-0.421, -0.272, 0.765], [-1.493, -1.007, 0.023], [-1.719, 0.229, 0.238], [-1.709, -2.028, -0.244], [-2.247, 1.165, 0.236]],
  "lumo_energy_ha": 0.0084,
  "homo_ev": -9.38,
  "orbital_gap_ev": 9.61,
  "smiles": "[H]/N=C(\\C#N)N1C=C1"
}

---

(two)
{
  "formula": "C4H3N3",
  "method": "ωB97M-V with the def2-TZVPD basis set",
  "species": ["N", "C", "C", "N", "C", "C", "N", "H", "H", "H"],
  "coordinates": [[-1.663, -2.908, -0.140], [-1.175, -1.861, -0.060], [-0.558, -0.575, 0.070], [-1.058, 0.480, 0.660], [-0.073, 1.428, 0.556], [1.019, 0.937, -0.110], [0.703, -0.376, -0.414], [-0.219, 2.412, 0.979], [1.969, 1.394, -0.372], [1.054, -0.931, -1.169]],
  "lumo_energy_ha": 0.0233,
  "homo_ev": -9.61,
  "orbital_gap_ev": 10.24,
  "smiles": "N#Cc1ncc[nH]1"
}

---

(two) (380.4 kJ/mol below the next structure)

---

(one)
{
  "formula": "C4H4N2",
  "method": "ωB97M-V with the def2-TZVPD basis set",
  "species": ["H", "N", "C", "C", "C", "C", "N", "H", "H", "H"],
  "coordinates": [[2.301, 1.036, 0.585], [1.951, 0.265, -0.054], [0.758, 0.156, -0.050], [-0.076, -0.728, -1.021], [-1.336, -0.814, -0.410], [-1.228, 0.371, 0.573], [-0.062, 0.738, 0.923], [0.047, -1.394, -1.830], [-2.227, -1.432, -0.349], [-2.050, 0.861, 0.958]],
  "lumo_energy_ha": -0.0150,
  "homo_ev": -9.81,
  "orbital_gap_ev": 9.41,
  "smiles": "[H]/N=C1/C=CC=N1"
}

---

(two)
{
  "formula": "C4H4N2",
  "method": "ωB97M-V with the def2-TZVPD basis set",
  "species": ["C", "C", "N", "N", "C", "C", "H", "H", "H", "H"],
  "coordinates": [[0.920, 0.900, -0.019], [1.656, -0.084, -0.203], [0.591, -1.985, -0.085], [-0.496, -2.003, 0.196], [-1.652, -0.149, 0.211], [-0.962, 0.855, -0.033], [1.034, 1.956, 0.152], [2.556, -0.642, -0.336], [-2.522, -0.743, 0.381], [-1.125, 1.893, -0.265]],
  "lumo_energy_ha": 0.0122,
  "homo_ev": -7.95,
  "orbital_gap_ev": 8.28
}

---

(three)
{
  "formula": "C4H4N2",
  "method": "ωB97M-V with the def2-TZVPD basis set",
  "species": ["C", "C", "C", "C", "N", "N", "H", "H", "H", "H"],
  "coordinates": [[-0.974, -0.329, 0.564], [-2.013, -0.153, 1.378], [-1.448, 0.713, -0.482], [1.544, -0.390, 0.121], [-0.373, 0.510, -1.181], [0.190, -0.521, -0.350], [-2.416, 1.236, -0.751], [1.887, 0.577, -0.347], [1.493, -0.378, 1.287], [2.109, -1.265, -0.241]],
  "lumo_energy_ha": -0.0029,
  "homo_ev": -9.87,
  "orbital_gap_ev": 9.79
}

---

(one) (330.6 kJ/mol below the next structure)